1.
54
Properties=species:S:1:pos:R:3:forces:R:3 method="wB97M-V/def2-TZVPD" smiles="COC(=O)OC.COC(=O)OC.ClC(Cl)Cl.ClC(Cl)Cl.CC(C)=O.CC(C)=O" e_homo_ev=-9.5578 max_force_ev_per_a=4.58 orbital_gap_ev=9.9187 mol_weight_g_mol=535.1
C -5.812559 -0.753131 -2.924016 0.3 0.1 0.3
O -5.987443 0.587182 -3.364956 0.5 1.0 -1.4
C -5.430200 0.957978 -4.533412 1.7 -1.5 -3.0
O -4.673478 0.307896 -5.305907 -2.3 1.5 3.0
O -5.873090 2.176480 -4.847880 -1.2 0.2 3.1
C -5.517731 2.831185 -5.994311 1.6 -0.8 -3.0
H -6.516703 -1.400621 -3.446534 0.1 -0.1 0.1
H -6.030311 -0.670747 -1.859168 -0.1 -0.4 -0.1
H -4.778542 -1.071434 -3.056695 -0.1 -0.1 -0.1
H -4.471436 2.625087 -6.219895 0.2 0.0 0.0
H -5.631582 3.910542 -6.094915 -0.5 -0.1 1.2
H -6.055964 2.375252 -6.825280 -0.2 0.1 -0.2
C 2.003263 0.657863 -5.867334 0.8 -1.2 0.8
O 2.949055 1.676577 -6.204261 0.0 1.1 -0.1
C 3.931445 1.984590 -5.341315 1.3 -3.4 2.7
O 4.149264 1.358945 -4.257513 -0.9 2.6 -3.4
O 4.755192 2.858111 -5.925599 -0.3 0.8 -0.1
C 5.975151 3.297905 -5.296292 0.3 -1.0 1.4
H 2.551994 -0.279775 -5.778743 0.1 -0.1 0.1
H 1.285094 0.464494 -6.664163 0.1 0.9 0.0
H 1.543305 0.811702 -4.891182 -0.1 0.4 -0.2
H 6.292436 4.314921 -5.526702 -0.7 -0.1 -0.7
H 6.785572 2.599977 -5.506572 -0.1 0.0 -0.5
H 5.925058 3.247620 -4.208600 -0.6 0.0 0.1
Cl 0.157921 -2.771818 2.869054 0.1 0.0 0.1
C -0.660684 -1.265583 2.490110 0.3 0.4 -0.4
Cl -2.323880 -1.316989 3.013140 -0.4 0.0 0.0
Cl -0.526479 -0.921742 0.740829 -0.1 -0.1 0.3
H -0.186305 -0.426862 2.999640 0.1 -0.4 0.0
Cl 4.306824 0.829095 4.435184 0.1 0.3 0.7
C 4.241006 1.270519 6.166928 -0.4 -0.3 0.2
Cl 2.889438 0.414686 6.961516 0.3 0.0 -0.2
Cl 4.031974 2.997449 6.444268 0.2 0.0 -0.3
H 5.150906 0.952788 6.676079 -0.1 0.1 -0.4
C 2.597861 5.681803 0.746214 -0.5 1.0 1.5
C 1.483672 5.901723 1.834300 0.8 0.4 -0.7
C 1.496865 7.245192 2.571076 0.4 -0.2 -0.5
O 0.625036 5.091325 2.025850 -0.4 -0.5 0.2
H 3.009745 4.673211 0.780687 -0.4 0.1 -0.3
H 3.381286 6.407725 0.963868 0.3 -0.2 0.0
H 2.179107 6.014623 -0.203509 -0.1 -0.5 -0.2
H 2.067699 7.953626 1.970771 -0.2 0.2 0.0
H 2.045640 7.178633 3.510504 -0.1 -0.3 0.1
H 0.485578 7.603118 2.764178 0.1 -0.1 0.0
C -1.703053 -10.890745 5.246616 0.8 -0.3 0.2
C -2.222588 -10.033540 6.361446 -0.3 0.8 -2.2
C -1.540962 -8.705756 6.649204 -0.6 -0.6 0.9
O -3.324984 -10.294654 6.756341 -0.6 0.0 1.3
H -0.615112 -10.902757 5.180791 0.0 -0.2 0.1
H -2.055904 -10.435331 4.321300 -0.2 0.0 -0.1
H -2.135432 -11.882875 5.376252 0.2 0.0 -0.3
H -0.775720 -8.944960 7.387646 0.3 0.4 0.0
H -2.322601 -8.105101 7.114325 0.3 0.2 0.1
H -1.124644 -8.185400 5.786637 0.1 -0.4 0.0

***

2.
40
Properties=species:S:1:pos:R:3:forces:R:3 method="wB97M-V/def2-TZVPD" e_homo_ev="-6.9278 / -8.1274" max_force_ev_per_a=2.54 orbital_gap_ev="7.4629 / 8.4807" spin_multiplicity=4 mol_weight_g_mol=302.2
C 0.381154 -3.440478 -1.224507 0.2 -0.3 0.1
C 1.424256 -2.548233 -1.496021 -0.3 -0.1 -0.1
C 1.552371 -1.363425 -0.763138 -0.3 -0.9 -0.2
C 0.648513 -1.108942 0.278734 -0.4 -0.5 -0.1
C -0.390605 -2.007321 0.553970 0.4 -0.4 -0.5
C -0.511988 -3.182818 -0.180761 0.1 -0.1 -0.2
C 2.682578 -0.426859 -1.083690 0.2 0.3 0.6
C 2.305035 0.998599 -1.495660 -0.7 0.6 -0.2
N 1.024172 1.536504 -0.883169 0.1 0.3 -0.3
Co 0.729138 0.670452 1.018525 1.8 0.7 -0.1
C -1.373096 -1.630657 1.624249 0.2 1.0 0.5
P -1.553907 0.199407 1.436969 -0.9 -0.8 -2.2
H 2.150293 -2.768437 -2.287359 -0.3 0.0 0.2
H -1.296545 -3.889279 0.089176 0.1 0.0 -0.3
H 0.293983 -4.374026 -1.796541 0.0 0.5 0.2
H -0.994071 -1.797592 2.641013 0.0 -0.2 -0.2
H -2.366705 -2.054137 1.548053 -0.1 -0.5 -0.1
H 3.311214 -0.348878 -0.188339 -0.1 0.0 -0.1
H 3.298614 -0.838384 -1.875607 0.1 -0.2 -0.2
H 3.100294 1.693494 -1.201164 -0.2 -0.3 0.0
C -2.503508 0.739126 2.881564 -0.2 0.2 0.1
C -2.786516 0.248346 0.112492 -0.8 -0.2 0.4
H 2.193690 1.083783 -2.596486 0.0 -0.1 0.4
C -0.148475 1.248677 -1.736715 0.4 0.0 0.0
C 1.142492 3.001251 -0.720761 0.5 0.0 -0.7
H 0.216108 0.719370 2.518168 0.4 1.9 1.1
H -0.025602 1.714037 -2.724051 0.0 0.0 0.0
H -0.264629 0.169610 -1.859075 0.0 0.2 0.0
H -1.038862 1.656357 -1.256185 0.1 0.0 -0.1
H 1.139627 3.475498 -1.721376 0.0 0.0 0.3
H 0.322143 3.403758 -0.132459 -0.1 -0.1 0.0
H 2.093128 3.238391 -0.236222 -0.3 -0.1 0.1
H -3.643031 -0.302739 0.525518 -0.2 0.2 -0.6
H -3.052727 1.294151 -0.100524 -0.1 -0.4 -0.1
H -2.402520 -0.260008 -0.779450 -0.1 0.2 0.2
H -3.459890 0.193292 2.850797 0.2 0.3 0.3
H -1.961635 0.515770 3.812367 -0.2 0.1 -0.3
H -2.679182 1.828294 2.808204 0.0 -0.5 0.1
H -0.058277 1.522265 2.135951 1.0 -0.8 1.7
F 2.502971 1.191780 1.503509 -0.3 0.1 -0.2

***

3.
22
Properties=species:S:1:pos:R:3:forces:R:3 method="wB97M-V/def2-TZVPD" e_above_lowest_kj_mol=85.3 smiles=CCC[C@H](C)CN e_homo_ev=-9.0195 max_force_ev_per_a=3.44 orbital_gap_ev=10.1254 mol_weight_g_mol=101.2
C 2.654801 -0.581271 -0.348869 0.0 0.1 -0.2
C 1.733330 -0.823067 0.829184 -2.2 -0.4 0.2
C 0.082225 -0.850590 0.496006 3.4 -0.2 0.6
C -0.344888 0.222235 -0.451141 -3.2 -0.5 -0.6
C -0.132307 1.653049 0.018221 -0.2 0.0 0.0
C -1.999166 -0.071052 -0.742571 2.1 0.5 -0.1
N -2.868044 0.541432 0.239310 0.0 0.4 0.3
H 3.681177 -0.887387 -0.111946 -0.2 0.0 0.0
H 2.692086 0.479801 -0.611235 0.0 -0.1 -0.1
H 2.337697 -1.142595 -1.232280 0.1 0.0 0.0
H 1.927367 -0.088043 1.616226 -0.1 0.0 -0.1
H 1.944752 -1.805740 1.266105 0.0 0.1 0.0
H -0.103829 -1.840940 0.068494 -0.1 0.1 0.0
H -0.428735 -0.782550 1.460897 0.0 0.0 -0.1
H 0.127950 0.079880 -1.428037 0.0 0.0 0.1
H -0.819966 2.326564 -0.506425 0.2 -0.1 0.1
H 0.888048 1.988871 -0.173522 0.0 0.0 0.0
H -0.330262 1.762048 1.088434 0.0 0.0 -0.1
H -2.195442 -1.145171 -0.811399 0.5 -0.2 -0.1
H -2.202750 0.352668 -1.729545 -0.1 0.1 0.1
H -2.808985 0.069044 1.137211 -0.1 0.1 -0.2
H -3.835059 0.542815 -0.073118 0.2 -0.1 0.2

***

4.
46
Properties=species:S:1:pos:R:3:forces:R:3 method="wB97M-V/def2-TZVPD" e_above_lowest_kj_mol=1602.1 charge=-1 e_homo_ev=-4.4954 max_force_ev_per_a=13.61 orbital_gap_ev=7.7242 mol_weight_g_mol=249.3
F 0.705550 0.405664 -0.173640 11.2 -6.8 3.7
C -1.480071 3.836414 0.327369 0.1 -0.5 0.8
C -0.965964 2.415497 0.551593 0.2 0.9 -1.9
O 0.049175 2.195053 -0.426132 -2.7 8.4 1.6
H -1.995868 3.916462 -0.629522 0.1 0.0 0.0
H -0.652435 4.543990 0.377118 0.0 0.1 -0.1
H -2.182446 4.057944 1.130918 -0.2 0.3 0.0
H -1.795021 1.722233 0.409613 -0.3 -0.1 -0.2
H -0.574097 2.188589 1.543086 -1.4 0.9 -1.0
H 0.347518 1.284338 -0.369684 -2.2 11.1 1.2
C -2.336867 -1.802739 1.701199 0.1 0.4 0.2
C -1.239547 -1.412417 0.759675 -0.3 0.8 -0.2
O -0.680999 -0.155395 1.153030 -5.7 -4.5 2.4
H -3.056113 -0.983893 1.718409 -0.1 0.0 0.0
H -1.919871 -1.884133 2.704985 -0.2 -0.4 0.1
H -2.831257 -2.701028 1.331391 0.0 -0.2 0.4
H -1.695623 -1.327212 -0.226643 -0.3 0.2 0.2
H -0.490612 -2.190899 0.614208 0.1 0.0 0.8
H -0.081793 0.148343 0.467248 -4.0 -1.4 2.9
C -1.208969 -0.529306 -3.720771 -1.4 -0.2 -0.1
C -0.544285 -0.621938 -2.380607 1.3 1.2 0.0
O -0.342416 0.638101 -1.774096 -5.1 -0.7 -8.3
H -2.246858 -0.229375 -3.576132 -0.2 0.4 -0.1
H -1.311239 -1.503283 -4.199318 0.3 -0.3 0.0
H -0.766447 0.157535 -4.442238 0.3 0.1 0.3
H 0.462213 -1.023328 -2.498728 -1.1 -0.3 -0.9
H -1.069400 -1.187705 -1.611024 -0.3 -0.7 -1.3
H 0.241411 0.581630 -1.014117 -3.5 -2.1 -9.5
C 0.839356 1.232186 2.638403 1.8 0.7 1.3
C 2.329009 1.252944 2.245137 -0.9 0.7 -0.5
O 2.377339 1.482217 0.840986 2.0 0.2 1.1
H 0.711114 1.077549 3.709727 0.0 -0.2 0.2
H 0.297672 0.465240 2.084821 0.9 0.3 1.5
H 0.335080 2.159422 2.366294 1.4 0.0 1.1
H 2.805919 0.329682 2.574173 0.2 -0.4 -0.3
H 2.927096 2.067866 2.652921 -0.2 0.2 0.4
H 1.791359 0.841984 0.430713 2.6 1.9 1.3
C 2.069467 -3.336690 -1.032740 0.5 -0.1 0.6
C 1.411064 -2.016292 -0.884683 0.5 1.7 0.6
O 1.827321 -1.226254 0.235157 2.8 -5.4 0.7
H 1.816911 -3.928310 -0.152791 0.0 -0.4 -0.2
H 3.154332 -3.233556 -1.055838 0.1 0.0 0.0
H 1.744776 -3.793021 -1.967859 -0.1 -0.3 0.1
H 0.325429 -2.102869 -0.840051 0.5 -0.6 -0.3
H 1.592171 -1.388694 -1.757286 0.8 -0.5 0.1
H 1.306914 -0.422547 0.165726 2.7 -4.4 1.1

***

5.
58
Properties=species:S:1:pos:R:3:forces:R:3 method="wB97M-V/def2-TZVPD" e_above_lowest_kj_mol=698.3 charge=+1 e_homo_ev=-12.1859 max_force_ev_per_a=7.93 orbital_gap_ev=9.9089 mol_weight_g_mol=299.4
O -0.779155 0.229000 -0.811190 -1.7 -2.5 4.5
H -0.354155 0.141000 -1.621190 1.8 -0.3 -3.4
H -0.373155 -0.528000 -0.168190 -0.7 1.6 -0.8
H -1.733155 -0.159000 -0.915190 0.3 0.8 -0.1
C 0.116845 -3.232000 0.340810 6.1 2.7 -4.2
O -0.293155 -2.001000 0.867810 -0.7 0.1 1.4
H 1.284845 -3.580000 0.635810 -2.8 1.5 -1.1
H -0.099155 -3.270000 -0.808190 0.9 0.3 2.0
H -0.383155 -3.949000 0.708810 -4.1 -5.3 2.8
H -0.729155 -2.238000 1.731810 0.6 0.9 -1.3
C -3.621155 -1.992000 -0.646190 -2.7 -2.5 2.9
O -3.349155 -0.666000 -0.803190 4.4 -0.2 -0.4
H -2.883155 -2.702000 -1.003190 0.9 0.5 0.5
H -4.481155 -2.346000 -1.200190 -0.5 0.4 -0.5
H -4.005155 -2.144000 0.475810 1.4 -0.3 -2.1
H -4.108155 -0.189000 -0.903190 -3.0 2.1 -0.5
C -2.221155 -1.337000 -3.934190 1.5 2.6 1.1
O -1.044155 -1.543000 -3.177190 0.0 3.4 2.3
H -2.820155 -2.192000 -3.653190 -1.4 0.6 -0.6
H -1.841155 -1.274000 -4.918190 -0.7 -0.5 -1.7
H -2.443155 -0.165000 -3.704190 -0.6 -3.2 -0.2
H -0.605155 -2.336000 -3.257190 1.0 -2.8 -0.9
C -3.110155 2.975000 -1.021190 0.3 -2.0 0.8
O -2.158155 2.564000 -1.993190 0.8 0.8 -2.3
H -2.825155 3.801000 -0.355190 0.2 -0.1 -0.4
H -3.175155 2.011000 -0.415190 0.0 1.5 -0.2
H -4.103155 3.115000 -1.400190 -0.5 0.4 -0.5
H -2.093155 3.035000 -2.895190 -0.7 -0.5 2.6
C 2.006845 1.691000 -2.690190 -1.1 1.9 2.1
O 1.627845 0.356000 -2.658190 2.1 -1.7 -0.2
H 1.942845 2.150000 -3.672190 -0.6 0.5 0.3
H 2.956845 1.825000 -2.313190 3.2 -0.3 -0.3
H 1.702845 2.174000 -1.709190 -1.7 0.4 -1.7
H 2.554845 -0.014000 -2.719190 -2.1 -0.7 0.0
C 0.180845 2.557000 1.861810 4.4 0.0 4.1
C -0.652155 1.633000 2.846810 -1.5 3.8 -1.2
C -2.068155 2.358000 2.998810 -2.6 -3.0 0.4
O -0.755155 0.497000 2.168810 -0.8 -1.4 -4.4
H 0.298845 3.586000 2.353810 0.1 -1.4 -1.3
H -0.365155 2.536000 1.040810 -3.1 0.7 -3.7
H 1.211845 2.130000 1.313810 -2.2 0.9 2.5
H -0.370155 1.365000 3.842810 1.0 0.9 0.8
H -2.920155 2.432000 2.219810 2.5 0.4 0.0
H -1.849155 3.215000 3.518810 0.1 2.7 0.7
H -2.835155 1.871000 3.721810 1.9 -0.1 -0.3
H -0.678155 -0.171000 2.760810 0.3 -3.4 2.4
C 3.138845 -0.402000 1.689810 -1.6 -1.1 2.6
C 4.297845 -1.366000 1.297810 0.7 5.3 1.9
C 5.624845 -0.833000 1.929810 -3.3 4.6 -3.0
O 3.974845 -2.582000 1.724810 -2.5 -0.4 2.8
H 2.111845 -0.795000 1.346810 1.6 1.0 -0.3
H 3.371845 0.665000 1.507810 -0.4 -0.7 -0.2
H 2.902845 -0.498000 2.884810 1.1 0.3 -2.6
H 4.545845 -1.238000 0.284810 -0.4 -0.5 -2.0
H 6.323845 -1.479000 1.761810 4.3 -4.1 -1.0
H 5.592845 -0.647000 2.922810 -0.5 0.6 3.3
H 5.998845 0.150000 1.411810 -0.9 -1.6 0.8
H 4.355845 -3.194000 1.193810 1.8 -3.2 -2.3